The following is a DFT calculation (ωB97M-V/def2-TZVPD) of a molecular structure, C40H51BrN10O7PRbS.

Last column: Mulliken charge in e.
Positions of all 112 atoms, in Å:
Rb (-0.07498, -0.17936, -0.74088)  0.36
C (3.06923, 1.33576, 0.27012)  -1.00
O (1.80432, 1.33237, 0.91138)  0.84
C (1.57966, 2.25236, 1.88048)  -0.06
C (2.48572, 3.22459, 2.26368)  -0.60
C (2.13778, 4.11138, 3.28062)  -0.48
Br (3.39991, 5.41789, 3.80459)  -0.21
C (0.90984, 4.06674, 3.89182)  -0.85
C (-0.01521, 3.09942, 3.48478)  0.87
C (0.33082, 2.17199, 2.51358)  -0.07
O (-0.49577, 1.14507, 2.12599)  0.05
C (-1.35459, 3.10490, 4.10263)  -0.07
N (-1.61909, 3.54099, 5.29877)  -0.77
C (-2.99811, 3.41311, 5.42965)  0.54
C (-3.82138, 3.72800, 6.50986)  -0.78
C (-5.17679, 3.51194, 6.36949)  -0.50
C (-5.71690, 2.99109, 5.18073)  -0.57
C (-4.91530, 2.66670, 4.10374)  -0.84
C (-3.55079, 2.88752, 4.26114)  0.64
N (-2.47170, 2.66931, 3.42220)  0.17
H (3.87369, 1.11038, 0.97513)  0.42
H (3.26723, 2.29303, -0.21616)  0.36
H (3.02755, 0.55021, -0.48268)  0.07
H (3.45620, 3.29537, 1.79782)  0.58
H (0.63088, 4.76402, 4.66780)  0.60
H (-1.02255, 0.86794, 2.88640)  0.22
H (-3.39954, 4.12961, 7.42079)  0.44
H (-5.84259, 3.74781, 7.18855)  0.39
H (-6.78549, 2.83862, 5.10885)  0.39
H (-5.33199, 2.26403, 3.19004)  0.42
H (-2.50834, 2.48347, 2.43339)  0.12
C (-3.98726, -2.77664, 2.72134)  -0.63
C (-3.76375, -1.50650, 2.20287)  -0.53
C (-3.12181, -1.36111, 0.98141)  -0.13
C (-2.67985, -2.48576, 0.30006)  0.23
C (-2.90313, -3.75465, 0.80361)  -0.33
C (-3.56422, -3.89533, 2.01699)  -0.57
N (-1.99507, -2.29177, -0.95513)  -0.23
N (-0.89669, -2.86282, -0.97940)  -0.14
C (-0.17594, -2.77988, -2.25517)  0.60
C (-0.91180, -3.14461, -3.38501)  -0.64
C (-0.26013, -3.26219, -4.60186)  -0.63
C (1.10202, -2.98198, -4.65696)  -0.71
C (1.77641, -2.57583, -3.50796)  -0.71
C (1.19136, -2.46691, -2.22930)  -0.09
H (-4.49380, -2.89215, 3.66985)  0.41
H (-4.09595, -0.63266, 2.75009)  0.45
H (-2.96204, -0.37671, 0.55405)  0.47
H (-2.54234, -4.61309, 0.25316)  0.45
H (-3.73872, -4.88500, 2.41802)  0.39
H (-1.96619, -3.38419, -3.30235)  0.38
H (-0.80104, -3.57993, -5.48459)  0.34
H (1.63129, -3.08480, -5.59873)  0.38
H (2.83813, -2.35717, -3.61846)  0.34
C (8.13271, -2.48686, 5.70171)  -1.25
C (6.71962, -2.05762, 5.32755)  -0.45
S (5.92098, -3.32911, 4.38918)  1.24
O (5.97331, -4.55843, 5.14105)  -0.68
O (6.43368, -3.28758, 3.04001)  -0.66
C (4.23356, -2.79512, 4.33028)  -0.44
C (3.42309, -3.74998, 3.45590)  -1.48
N (2.21572, -3.10034, 2.95421)  0.30
C (2.09219, -2.49634, 1.73956)  0.42
N (0.91558, -1.91021, 1.60101)  0.59
C (0.24720, -2.11490, 2.76223)  -0.60
C (1.02630, -2.84012, 3.61065)  -0.45
N (0.70842, -3.25136, 4.94236)  1.08
O (1.56223, -3.85453, 5.58098)  -0.67
O (-0.40730, -2.99167, 5.34833)  -0.65
C (3.14020, -2.48302, 0.68316)  -0.47
H (8.61644, -1.68640, 6.25978)  0.38
H (8.72673, -2.69146, 4.81227)  0.35
H (8.11382, -3.38307, 6.31783)  0.35
H (6.71709, -1.17022, 4.69421)  0.37
H (6.10096, -1.87812, 6.20751)  0.38
H (4.24010, -1.79032, 3.90359)  0.40
H (3.84551, -2.77184, 5.34723)  0.51
H (3.14729, -4.63537, 4.01861)  0.30
H (4.00237, -4.05503, 2.58907)  0.52
H (-0.76303, -1.78207, 2.93510)  0.62
H (3.82171, -3.32705, 0.74230)  0.53
H (3.73990, -1.57178, 0.76498)  0.13
H (2.62661, -2.47232, -0.28932)  -0.48
C (1.14931, 1.60560, -5.08497)  -1.20
N (0.33848, 1.36791, -3.89526)  0.85
C (-0.53847, 0.19790, -4.07174)  -1.07
P (-0.41809, 2.59417, -3.05969)  0.37
O (-0.79820, 2.13624, -1.69239)  -0.69
N (0.67343, 3.84020, -3.14250)  0.15
C (1.99477, 3.57790, -2.57523)  -1.12
C (0.20661, 5.18018, -2.79912)  -1.01
N (-1.74815, 3.13053, -3.86750)  0.47
C (-1.66815, 3.57181, -5.24789)  -1.19
C (-3.09525, 2.94636, -3.35844)  -0.97
H (1.89781, 0.81597, -5.17081)  0.27
H (1.65614, 2.56465, -5.02540)  0.42
H (0.53926, 1.58935, -5.99518)  0.35
H (0.05646, -0.70147, -4.21034)  0.00
H (-1.19624, 0.33109, -4.93941)  0.23
H (-1.16784, 0.06770, -3.19365)  0.42
H (2.26928, 2.53257, -2.70302)  0.34
H (2.00652, 3.81504, -1.50537)  0.29
H (2.74543, 4.19347, -3.07510)  0.36
H (-0.80321, 5.33777, -3.16962)  0.36
H (0.86282, 5.92110, -3.25873)  0.35
H (0.21193, 5.33762, -1.71523)  0.27
H (-0.64345, 3.83165, -5.50932)  0.35
H (-2.28721, 4.46215, -5.38820)  0.39
H (-2.02010, 2.80135, -5.94258)  0.27
H (-3.06206, 2.69742, -2.30192)  0.14
H (-3.61341, 2.14290, -3.89240)  0.30
H (-3.66814, 3.86904, -3.48778)  0.30

## Properties
E_HOMO ... -6.57 eV
LUMO ... -0.2 eV
E_tot ... -5966.6353 hartree
Largest force on an atom ... 0.94 eV/A
2S+1 ... 1
Relative energy (zero: lowest compared OMol25 entry of this formula, charge and spin) ... 18.5 kcal/mol